Below is C22H20N2O8 in the gas phase in a non-equilibrium geometry, with properties calculated with wB97M-V/def2-TZVPD.

```
52
Properties=species:S:1:pos:R:3:forces:R:3
O 1.052 3.877 2.005 0.058 -0.022 -0.016
C 1.267 2.698 1.942 -0.250 0.355 -0.001
C 2.501 1.932 2.242 0.328 -0.601 -0.010
C 3.724 2.358 2.717 -0.183 0.012 -0.054
C 4.720 1.402 2.888 -0.019 0.101 0.008
C 4.491 0.067 2.593 -0.040 -0.089 -0.032
C 3.256 -0.363 2.115 -0.176 0.063 -0.045
C 2.270 0.586 1.945 0.480 0.443 0.226
C 0.880 0.445 1.455 -0.394 -0.300 -0.086
O 0.294 -0.538 1.078 0.238 0.123 0.061
N 0.350 1.727 1.542 -0.675 0.241 -0.303
O -0.911 2.044 1.078 0.454 -0.239 0.845
C -0.902 2.467 -0.282 0.507 -0.247 -0.721
C -0.421 1.379 -1.237 -0.304 0.289 0.140
O 0.992 1.276 -1.154 -0.072 0.281 -0.036
C 1.513 0.092 -1.713 -0.086 -0.260 -0.454
C 1.335 -0.019 -3.235 0.253 0.096 0.329
O 0.006 -0.230 -3.654 -0.253 0.058 -0.061
C -0.484 -1.547 -3.497 -0.114 -0.131 0.113
C -2.001 -1.493 -3.722 0.573 0.601 -0.096
O -2.743 -2.321 -2.842 -0.455 -0.376 0.985
N -2.645 -1.956 -1.507 0.204 0.063 -0.991
C -2.000 -2.761 -0.563 0.199 -0.358 -0.266
O -1.402 -3.773 -0.808 -0.016 0.031 0.075
C -2.210 -2.055 0.721 -0.337 0.506 0.383
C -1.788 -2.379 1.993 -0.121 -0.046 -0.223
C -2.083 -1.484 3.017 0.032 -0.115 -0.028
C -2.771 -0.308 2.767 -0.044 0.076 -0.049
C -3.199 0.017 1.484 0.008 -0.133 -0.194
C -2.913 -0.872 0.470 0.247 -0.395 0.518
C -3.208 -0.796 -0.979 -0.191 0.160 -0.291
O -3.770 0.059 -1.613 -0.011 0.012 0.038
H 3.896 3.399 2.943 0.013 0.109 0.018
H 5.689 1.705 3.256 0.077 0.019 0.029
H 5.284 -0.652 2.734 0.065 -0.052 0.014
H 3.071 -1.400 1.883 -0.028 -0.112 -0.026
H -1.946 2.706 -0.484 0.052 -0.002 -0.009
H -0.281 3.363 -0.394 -0.115 -0.027 0.046
H -0.877 0.423 -0.948 0.017 0.065 -0.086
H -0.730 1.628 -2.258 -0.036 -0.025 0.123
H 1.066 -0.780 -1.212 0.098 0.068 -0.031
H 2.581 0.117 -1.485 -0.028 -0.117 -0.059
H 1.987 -0.821 -3.607 0.024 0.050 -0.008
H 1.631 0.927 -3.697 0.106 -0.094 0.032
H 0.007 -2.221 -4.212 -0.024 0.043 0.088
H -0.280 -1.926 -2.487 -0.059 -0.015 -0.098
H -2.280 -1.865 -4.708 -0.009 0.022 0.082
H -2.323 -0.449 -3.629 0.008 -0.180 -0.019
H -1.238 -3.288 2.176 0.069 -0.091 0.014
H -1.759 -1.706 4.023 0.013 -0.012 0.079
H -2.972 0.374 3.579 -0.019 0.049 0.076
H -3.725 0.937 1.283 -0.065 0.103 -0.025
```
Positions in Å, forces in eV/Å.

The lowest unoccupied orbital energy comes out at -0.55 eV. As for the SMILES: O=C1c2ccccc2C(=O)N1OCCOCCOCCON1C(=O)c2ccccc2C1=O. For the HOMO-LUMO gap, the calculation gives 8.9 eV. For the total energy, the calculation gives -42496.047 eV.